Record 1
Entry from OMol25: a molecular structure, C25H37IrNOP2 (wB97M-V/def2-TZVPD).

Structure (XYZ):
```
67
Properties=species:S:1:pos:R:3:forces:R:3:lowdin_spin:R:1
Ir 0.0000 0.0000 0.0000 -1.3064 0.0338 1.3538 1.2675
P -1.7548 1.7042 -0.4653 0.1406 0.3051 0.0762 0.0362
P 1.7265 -1.7312 0.4865 0.2698 0.2007 0.1799 0.0349
N 0.6530 0.2271 -1.6484 1.2417 0.1804 -3.3702 0.7754
H -1.8648 0.9642 3.0439 0.2071 -0.1334 0.1751 0.0019
C -1.4827 3.4471 0.1268 0.1879 -0.2285 0.0159 0.0168
H -2.3202 4.1167 -0.1415 0.3048 -0.3803 0.0641 0.0026
H -0.5504 3.8313 -0.3208 -0.3598 -0.1547 0.1911 0.0014
H -1.3605 3.4395 1.2236 -0.0403 -0.0199 -0.4268 0.0003
C -3.4453 1.3552 0.2023 0.2276 -0.1289 -0.0300 0.0014
H -4.1291 2.2098 0.0547 0.4094 -0.2667 -0.0347 0.0000
H -3.3683 1.1277 1.2786 -0.1056 0.1724 -0.5036 0.0018
H -3.8483 0.4673 -0.3122 0.1494 0.2989 0.2800 0.0010
C -2.0672 1.9524 -2.2648 0.1379 -0.1597 0.1102 0.0014
H -2.9501 2.5920 -2.4393 0.3657 -0.2601 0.1398 -0.0001
H -2.2193 0.9648 -2.7300 0.0354 0.3606 0.1362 0.0003
H -1.1762 2.4141 -2.7208 -0.3186 -0.1874 0.1424 0.0006
C 3.2694 -1.2350 1.3989 -0.2122 0.1621 -0.1033 0.0163
H 3.9797 -2.0749 1.5054 -0.3748 0.2895 -0.0875 0.0026
H 2.9910 -0.8636 2.3996 0.0793 -0.1391 -0.3917 0.0002
H 3.7569 -0.4121 0.8488 -0.1955 -0.3258 0.2202 0.0014
C 1.1673 -3.1896 1.4780 -0.2590 0.2566 -0.1201 -0.0004
H 1.9973 -3.8870 1.6894 -0.2691 0.3830 -0.1647 -0.0006
H 0.3778 -3.7150 0.9153 0.2489 0.1993 0.2156 0.0020
H 0.7359 -2.8299 2.4271 0.1552 -0.1263 -0.3686 0.0000
C 2.4109 -2.5010 -1.0424 -0.1461 0.1584 0.0108 0.0039
H 3.0838 -3.3446 -0.8087 -0.2900 0.3628 -0.0327 0.0003
H 2.9588 -1.7315 -1.6105 -0.1946 -0.2785 0.1879 0.0008
H 1.5677 -2.8503 -1.6602 0.4593 0.0430 0.2556 0.0013
C 1.1089 0.4356 -2.9199 -0.4567 -0.2623 0.9462 0.0701
C 2.4719 1.6768 -4.5257 -0.1826 -0.1558 0.2182 -0.0113
C 2.0221 1.4818 -3.2159 0.1478 0.0851 -0.3485 0.1113
C 0.6656 -0.4032 -3.9777 0.1600 0.0889 -0.4725 0.1135
C 1.1233 -0.1953 -5.2811 0.0025 0.0632 0.2686 -0.0100
C 2.0273 0.8429 -5.5650 -0.0618 -0.0313 0.1750 0.1127
H 3.1767 2.4882 -4.7394 -0.2886 -0.3335 0.0867 -0.0029
H 2.3614 2.1257 -2.3984 -0.1257 -0.2471 -0.3059 0.0059
H -0.0391 -1.2063 -3.7412 0.2703 0.3894 -0.2397 0.0065
H 0.7720 -0.8496 -6.0868 0.1458 0.2707 0.3228 -0.0027
H 2.3826 1.0008 -6.5885 -0.1497 -0.0667 0.4275 0.0068
C -0.8677 0.4811 3.1580 -0.1476 -0.0554 -0.8897 0.0125
O -0.3805 0.1673 1.8816 0.2495 -0.1751 1.8117 0.2052
C 0.0731 1.4818 3.8422 0.0270 0.2692 0.3329 0.0062
H 0.1757 1.2340 4.9139 -0.0461 0.2471 -0.3740 0.0003
H -0.3141 2.5126 3.7580 0.2796 -0.3644 0.0240 0.0003
H 1.0737 1.4418 3.3789 -0.4278 -0.0690 0.1518 0.0003
C -1.0438 -0.8066 3.9710 -0.0050 -0.3105 0.1228 0.0085
H -0.1272 -1.0419 4.5402 -0.3032 0.0527 -0.2086 0.0004
H -1.2688 -1.6527 3.2980 0.0681 0.4133 0.3346 0.0025
H -1.8833 -0.7026 4.6775 0.3351 -0.0663 -0.0780 0.0007
C -4.8121 -3.1137 1.7188 0.1357 1.6047 1.4962 0.1202
C -4.1325 -1.9822 2.1511 -1.9217 -1.6697 0.3033 0.1788
C -3.0250 -1.5167 1.4398 0.3386 -0.6995 -1.0883 0.2307
C -2.5526 -2.1405 0.2941 0.1165 0.3759 0.4188 0.0530
C -1.3988 -1.6784 -0.4358 -0.8617 0.8313 1.4595 0.5413
C -1.0616 -2.4354 -1.5467 -1.5320 -2.9465 -1.4773 0.2011
C -1.7560 -3.5573 -1.9804 2.8023 1.8480 -0.9191 0.2033
C -2.8607 -3.9950 -1.2798 -1.4223 -0.6066 0.7757 0.3289
C -3.2694 -3.3034 -0.1415 -0.5152 -0.7247 -0.1222 0.0153
C -4.3842 -3.7753 0.5725 0.2688 -0.1471 -0.4493 0.2603
H -5.6679 -3.4793 2.2715 -0.0085 0.0228 0.0254 0.0025
H -4.4606 -1.4618 3.0419 -0.0120 -0.0062 0.0260 0.0082
H -2.5422 -0.6674 1.7895 0.8855 1.1916 0.3849 0.0080
H -0.2229 -2.1457 -2.0680 1.5995 0.4850 -1.2303 0.0060
H -1.4221 -4.0959 -2.8585 0.0839 0.0427 -0.0374 0.0094
H -3.3890 -4.8774 -1.6205 -0.1430 0.0337 0.1729 0.0138
H -4.9210 -4.6581 0.2459 0.1468 0.0055 -0.1658 0.0111
```
Positions in Å, forces in eV/Å.

Computed properties:
Multiplicity = 6
Highest occupied orbital energy (alpha / beta) = -0.1528 / -0.2832 hartree
Maximum force = 3.63 eV Å⁻¹
Relative energy (zero: lowest compared OMol25 entry of this formula, charge and spin) = 5.34 kcal/mol

***

Record 2
Entry from OMol25: 5 unconnected molecules or ions with the total composition C2H17N2O4 (wB97M-V/def2-TZVPD).

Structure (XYZ):
```
25
Properties=species:S:1:pos:R:3:forces:R:3:nbo_charge:R:1
N -1.0295 -0.2938 1.0615 0.3617 -0.3164 -0.5952 -0.7010
C -1.3835 -0.7127 -0.3541 -0.2576 -0.1976 1.0207 -0.2155
C -0.4990 0.0353 -1.3147 -0.3868 0.3942 -0.8197 -0.2505
N -0.8434 -0.3750 -2.6786 0.4176 -0.0540 0.0804 -0.8126
H -0.0111 -0.2851 1.1911 -0.0386 0.1977 0.1934 0.4610
H -1.4483 0.6431 1.2262 0.1709 -0.0499 0.0813 0.4677
H -1.3501 -0.9663 1.7501 -0.2594 0.0524 0.0974 0.4314
H -1.3876 -1.7993 -0.4162 0.4709 -0.0137 -0.0455 0.2189
H -2.4190 -0.4105 -0.4512 -0.1297 0.1100 -0.4390 0.2321
H -0.7901 1.0750 -1.1735 0.1658 0.2706 -0.2852 0.2033
H 0.5782 -0.0039 -1.1277 -0.0605 -0.4406 0.5714 0.1827
H -0.3957 0.2461 -3.3475 -0.2606 0.0641 0.0652 0.3722
H -0.4251 -1.2844 -2.8643 -0.2006 0.0195 0.0228 0.3581
H -1.9691 2.9001 0.5055 0.1017 -0.3669 -0.2343 0.5004
H -2.8818 2.5647 1.6259 -0.1533 -0.4098 0.0184 0.4994
O -2.3968 2.1280 0.9097 0.0817 0.8006 0.2608 -0.9621
H 2.6514 2.8747 -1.3250 -0.0014 0.0244 -0.0130 0.4835
H 1.8124 1.6694 -1.7490 0.1638 0.0275 -0.1048 0.4623
O 1.7797 2.4775 -1.2317 -0.1593 -0.0348 0.1206 -0.9439
H 0.8803 -1.3701 3.6247 0.1176 -0.0371 0.0336 0.4896
H 1.2854 -2.0275 2.2860 0.1747 0.0224 0.0499 0.4934
O 1.1070 -1.1775 2.7086 -0.2549 -0.0742 -0.0747 -0.9732
H 3.1356 -2.1723 -0.3608 -0.2256 -0.0585 -0.0773 0.4831
H 3.3463 -1.8572 1.0833 0.1501 0.1874 0.3745 0.4824
O 2.6537 -1.8784 0.4216 0.0115 -0.1173 -0.3017 -0.9627
```
Positions in Å, forces in eV/Å.

Computed properties:
Net charge = +1
Highest occupied orbital energy = -0.4813 hartree
Maximum force = 1.07 eV Å⁻¹
Relative energy (zero: lowest compared OMol25 entry of this formula, charge and spin) = 8.63 kcal/mol